No. 1
C32H28IrN8S | ωB97M-V/def2-TZVPD

Output
**Kohn-Sham gap (alpha / beta)**: 5.20 / 5.58 eV
**E**: -2176.46535 Ha
**HOMO energy (alpha / beta)**: -7.322 / -10.321 eV
**E_LUMO (alpha / beta)**: -2.12 / -4.74 eV
**Total charge**: +1
**Spin multiplicity**: 5

Geometry (Å):
1 Ir -0.362 0.207 0.882
2 C 1.193 -1.850 -5.226
3 C 1.061 -0.969 -4.017
4 C 2.181 -0.380 -3.431
5 C 2.052 0.365 -2.280
6 C 0.810 0.564 -1.673
7 N 0.743 1.187 -0.412
8 C 1.321 2.428 -0.231
9 C 1.540 3.278 -1.330
10 C 2.077 4.537 -1.181
11 C 2.416 5.027 0.078
12 C 2.949 6.418 0.257
13 C 2.195 4.201 1.174
14 C 1.670 2.925 1.045
15 N 1.572 2.151 2.233
16 C 2.464 2.129 3.252
17 C 1.902 1.413 4.278
18 C 0.647 1.021 3.797
19 N 0.451 1.475 2.566
20 C -0.326 0.026 -2.287
21 C -0.177 -0.748 -3.431
22 N -1.647 0.292 -1.835
23 C -2.770 0.222 -2.583
24 C -3.837 0.513 -1.776
25 C -3.277 0.755 -0.520
26 N -1.956 0.630 -0.557
27 H 1.934 -1.454 -5.920
28 H 0.246 -1.949 -5.754
29 H 1.519 -2.850 -4.933
30 H 3.160 -0.529 -3.869
31 H 2.925 0.790 -1.801
32 H 1.257 2.931 -2.314
33 H 2.221 5.159 -2.055
34 H 3.557 6.718 -0.596
35 H 3.553 6.500 1.159
36 H 2.127 7.132 0.342
37 H 2.427 4.563 2.167
38 H 3.418 2.620 3.165
39 H 2.342 1.191 5.234
40 H -0.106 0.404 4.260
41 H -1.047 -1.214 -3.875
42 H -2.736 0.011 -3.637
43 H -4.872 0.566 -2.062
44 H -3.765 1.042 0.395
45 S 1.507 -3.538 2.295
46 C 2.722 -2.693 1.328
47 C 2.268 -1.502 0.860
48 C 0.934 -1.206 1.242
49 C 0.384 -2.274 2.058
50 C -0.916 -2.150 2.549
51 C -1.628 -3.092 3.325
52 C -2.907 -2.828 3.720
53 C -3.499 -1.588 3.353
54 C -2.760 -0.696 2.611
55 N -1.515 -0.938 2.187
56 H 3.686 -3.154 1.184
57 H 2.880 -0.848 0.254
58 H -1.145 -4.023 3.592
59 H -3.458 -3.544 4.314
60 H -4.494 -1.319 3.677
61 H -3.168 0.275 2.358
62 N -2.956 -3.197 0.038
63 C -3.201 -4.385 -0.553
64 C -2.251 -4.537 -1.532
65 C -1.466 -3.370 -1.442
66 N -1.901 -2.562 -0.487
67 H -3.425 -2.794 0.834
68 H -4.011 -5.020 -0.235
69 H -2.137 -5.368 -2.205
70 H -0.594 -3.096 -2.017

Atomic partial charges in e from the natural (NBO) method, atoms 1 to 5: atom 1 (Ir): 1.07, atom 2 (C): -0.64, atom 3 (C): 0.02, atom 4 (C): -0.20, atom 5 (C): -0.21

=====

No. 2
C5H13NO2 | ωB97M-V/def2-TZVPD

Output
**Kohn-Sham gap**: 5.15 eV
**E**: -403.33944 Ha
**HOMO energy**: -8.079 eV
**E_LUMO**: -2.93 eV
**Total charge**: 0
**Spin multiplicity**: 1

Geometry (Å):
1 C 1.259 -1.642 -1.056
2 O 2.401 -1.183 -1.671
3 C 0.452 -0.409 -0.474
4 C -0.751 -0.658 0.164
5 C -0.931 -0.454 1.562
6 C -1.919 -0.931 2.290
7 N -1.155 2.452 0.024
8 H 1.371 -2.402 -0.264
9 H 0.690 -2.166 -1.839
10 H 2.468 1.907 -2.205
11 H 1.183 0.057 0.182
12 H -2.037 2.892 0.204
13 H -1.485 -1.336 -0.250
14 H -0.223 0.223 2.032
15 H -2.683 -1.533 1.820
16 H -2.063 -0.714 3.338
17 H 0.438 0.295 -1.374
18 H -1.207 1.479 0.190
19 H -0.414 2.922 0.479
20 H 2.413 -0.127 -1.670
21 O 2.192 1.326 -1.482

Atomic partial charges in e from the natural (NBO) method, atoms 1 to 5: atom 1 (C): 0.02, atom 2 (O): -0.74, atom 3 (C): -0.60, atom 4 (C): 0.16, atom 5 (C): -0.31

=====

No. 3
C2H14N2O3 | ωB97M-V/def2-TZVPD

Output
**Kohn-Sham gap (alpha / beta)**: 11.04 / 4.55 eV
**E**: -419.44064 Ha
**HOMO energy (alpha / beta)**: -14.890 / -14.081 eV
**E_LUMO (alpha / beta)**: -3.85 / -9.53 eV
**Total charge**: +1
**Spin multiplicity**: 2

Geometry (Å):
1 C 1.676 0.440 -0.127
2 C 0.953 1.121 -1.271
3 N 0.616 2.534 -0.987
4 N 1.024 -0.720 0.402
5 H 2.651 0.050 -0.482
6 H 1.977 1.096 0.720
7 H 1.487 1.115 -2.208
8 H 0.004 0.593 -1.461
9 H 1.241 2.924 -0.289
10 H -0.313 2.694 -0.612
11 H 1.559 -1.352 1.005
12 H 0.051 -0.657 0.718
13 H -2.077 1.279 2.940
14 H -1.043 0.371 2.358
15 O -1.356 0.674 3.200
16 H 0.542 -1.835 -1.197
17 H -0.861 -1.688 -1.709
18 O -0.066 -2.221 -1.853
19 H -2.285 -2.844 0.271
20 H -3.053 -1.511 -0.063
21 O -2.727 -2.065 0.643

Atomic partial charges in e from the natural (NBO) method, atoms 1 to 5: atom 1 (C): -0.30, atom 2 (C): -0.26, atom 3 (N): -0.72, atom 4 (N): -0.39, atom 5 (H): 0.26

=====

No. 4
C4H16BrO6Pt | ωB97M-V/def2-TZVPD

Output
**Kohn-Sham gap (alpha / beta)**: 6.43 / 3.06 eV
**E**: -3306.27311 Ha
**HOMO energy (alpha / beta)**: -12.266 / -12.247 eV
**E_LUMO (alpha / beta)**: -5.83 / -9.18 eV
**Total charge**: +1
**Spin multiplicity**: 3

Geometry (Å):
1 Pt 1.645 1.491 4.539
2 Br 1.302 0.475 2.265
3 C 2.073 -0.244 -2.009
4 C 1.855 -0.991 -3.291
5 O 1.126 -0.171 -4.207
6 O 0.850 -0.234 -1.260
7 H 2.393 0.771 -2.267
8 H 2.852 -0.746 -1.425
9 H 1.358 -1.951 -3.132
10 H 2.842 -1.219 -3.713
11 H 0.411 -0.680 -4.594
12 H 1.022 0.088 -0.375
13 C -3.425 2.512 0.726
14 C -2.378 1.608 1.414
15 O -1.217 1.692 0.700
16 O -4.048 1.964 -0.381
17 H -2.933 3.435 0.408
18 H -4.095 2.878 1.526
19 H -2.684 0.536 1.337
20 H -2.223 1.786 2.486
21 H -0.397 1.456 1.249
22 H -4.697 1.294 -0.126
23 O 2.938 -2.612 0.835
24 H 2.658 -1.718 1.044
25 H 2.145 -3.048 0.502
26 O -0.040 -2.986 2.355
27 H 0.476 -3.331 3.090
28 H 0.191 -2.054 2.300

Atomic partial charges in e from the natural (NBO) method, atoms 1 to 5: atom 1 (Pt): 0.71, atom 2 (Br): -0.61, atom 3 (C): -0.09, atom 4 (C): -0.09, atom 5 (O): -0.72

=====

No. 5
C8H12NO2P | ωB97M-V/def2-TZVPD

Output
**Kohn-Sham gap**: 7.57 eV
**SMILES**: CC(N)=P(O)(O)c1ccccc1
**E**: -858.55645 Ha
**HOMO energy**: -6.970 eV
**E_LUMO**: 0.60 eV
**Total charge**: 0
**Spin multiplicity**: 1

Geometry (Å):
1 C -2.721 1.123 0.818
2 C -1.687 1.970 0.178
3 N -1.987 2.680 -0.920
4 P -0.053 0.672 -0.013
5 O 0.453 0.844 1.598
6 O 0.936 1.730 -0.720
7 C 1.011 -0.818 -0.144
8 C 1.728 -1.394 0.897
9 C 2.617 -2.494 0.637
10 C 2.781 -3.120 -0.620
11 C 2.009 -2.524 -1.636
12 C 1.137 -1.409 -1.424
13 H -3.486 1.664 1.497
14 H -3.329 0.525 0.110
15 H -2.299 0.367 1.443
16 H -1.301 3.320 -1.152
17 H -2.918 2.796 -1.292
18 H 0.138 1.790 1.858
19 H 1.656 1.093 -0.977
20 H 1.717 -0.892 1.828
21 H 3.324 -2.863 1.413
22 H 3.125 -4.132 -0.791
23 H 2.058 -2.941 -2.659
24 H 0.725 -0.857 -2.231

Atomic partial charges in e from the natural (NBO) method, atoms 1 to 5: atom 1 (C): -0.72, atom 2 (C): -0.07, atom 3 (N): -0.77, atom 4 (P): 1.51, atom 5 (O): -1.02

=====

No. 6
C3H9NS | ωB97M-V/def2-TZVPD

Output
**Kohn-Sham gap**: 9.51 eV
**SMILES**: C=N.CSC
**E**: -572.59365 Ha
**HOMO energy**: -8.459 eV
**E_LUMO**: 1.05 eV
**Total charge**: 0
**Spin multiplicity**: 1

Geometry (Å):
1 C 2.601 0.473 -1.906
2 N 2.362 1.269 -2.852
3 H 2.177 0.702 -0.939
4 H 3.235 -0.406 -2.040
5 H 2.748 0.933 -3.733
6 C -0.384 0.367 0.684
7 S -1.963 -0.426 0.238
8 C -2.533 -1.044 1.867
9 H 0.230 -0.175 1.389
10 H -0.638 1.338 1.106
11 H 0.122 0.475 -0.268
12 H -3.090 -1.951 1.672
13 H -1.654 -1.234 2.471
14 H -3.213 -0.323 2.313

Atomic partial charges in e from the natural (NBO) method, atoms 1 to 5: atom 1 (C): -0.05, atom 2 (N): -0.59, atom 3 (H): 0.16, atom 4 (H): 0.15, atom 5 (H): 0.33

=====

No. 7
C3H13NO2 | ωB97M-V/def2-TZVPD

Output
**Kohn-Sham gap**: 8.95 eV
**SMILES**: CC(C)N.O.O
**E**: -327.31461 Ha
**HOMO energy**: -8.607 eV
**E_LUMO**: 0.35 eV
**Total charge**: 0
**Spin multiplicity**: 1

Geometry (Å):
1 C -0.588 -0.422 1.957
2 C 0.761 0.118 1.470
3 C 1.447 -0.851 0.544
4 N 0.627 1.409 0.814
5 H -0.518 -1.438 2.365
6 H -0.916 0.281 2.722
7 H -1.308 -0.565 1.152
8 H 1.340 0.308 2.377
9 H 2.249 -0.431 -0.066
10 H 1.812 -1.725 1.096
11 H 0.775 -1.290 -0.192
12 H 0.315 2.162 1.416
13 H 0.112 1.412 -0.060
14 O -2.359 0.753 -1.094
15 H -3.077 0.387 -1.627
16 H -1.580 0.624 -1.647
17 O 0.440 0.063 -3.540
18 H -0.372 -0.431 -3.385
19 H 0.840 -0.365 -4.303

Atomic partial charges in e from the natural (NBO) method, atoms 1 to 5: atom 1 (C): -0.62, atom 2 (C): -0.05, atom 3 (C): -0.62, atom 4 (N): -0.85, atom 5 (H): 0.20

=====

No. 8
C8H16N2O4 | ωB97M-V/def2-TZVPD

Output
**Kohn-Sham gap**: 9.70 eV
**SMILES**: O=C(O)[C@@H]1CCCN1.C[C@H](N)C(=O)O
**E**: -724.93711 Ha
**HOMO energy**: -9.101 eV
**E_LUMO**: 0.60 eV
**Total charge**: 0
**Spin multiplicity**: 1

Geometry (Å):
1 O 0.734 -1.062 1.254
2 C 1.126 -0.299 0.404
3 O 0.574 0.922 0.230
4 C 2.225 -0.594 -0.619
5 C 3.370 -1.402 0.024
6 C 4.506 -0.370 0.223
7 C 3.865 0.971 -0.151
8 N 2.886 0.581 -1.164
9 H -0.130 0.994 0.894
10 H 1.729 -1.158 -1.420
11 H 3.684 -2.209 -0.643
12 H 3.033 -1.856 0.959
13 H 4.898 -0.368 1.244
14 H 5.336 -0.585 -0.455
15 H 4.580 1.691 -0.563
16 H 3.394 1.429 0.737
17 H 2.221 1.324 -1.361
18 C -2.378 0.304 0.612
19 C -3.578 0.538 -0.308
20 N -4.247 1.776 0.042
21 C -4.509 -0.669 -0.260
22 O -5.637 -0.662 0.173
23 O -3.930 -1.782 -0.754
24 H -1.715 1.171 0.562
25 H -1.827 -0.593 0.322
26 H -2.709 0.186 1.650
27 H -3.214 0.618 -1.339
28 H -5.032 1.928 -0.589
29 H -4.668 1.667 0.962
30 H -4.589 -2.492 -0.667

Atomic partial charges in e from the natural (NBO) method, atoms 1 to 5: atom 1 (O): -0.60, atom 2 (C): 0.78, atom 3 (O): -0.70, atom 4 (C): -0.17, atom 5 (C): -0.41

=====

No. 9
C4H11NO | ωB97M-V/def2-TZVPD

Output
**Kohn-Sham gap**: 10.73 eV
**E**: -288.86380 Ha
**HOMO energy**: -9.792 eV
**E_LUMO**: 0.94 eV
**Total charge**: 0
**Spin multiplicity**: 1

Geometry (Å):
1 C 0.727 0.000 -0.509
2 C -0.743 -0.589 -0.627
3 C -0.758 -1.976 -0.060
4 C -1.099 -2.221 1.217
5 N 1.128 1.371 -0.986
6 H 1.060 -0.207 0.508
7 H 1.270 -0.716 -1.121
8 H -1.507 0.034 -0.078
9 H -1.028 -0.585 -1.701
10 H -0.456 -2.797 -0.670
11 H -1.363 -1.391 1.855
12 H -1.122 -3.199 1.689
13 H 0.667 1.543 -1.912
14 H 0.278 1.181 -0.201
15 H 1.402 3.306 1.507
16 H 0.895 2.832 0.177
17 O 0.649 3.415 0.913

Atomic partial charges in e from the natural (NBO) method, atoms 1 to 5: atom 1 (C): -0.36, atom 2 (C): -0.45, atom 3 (C): -0.19, atom 4 (C): -0.38, atom 5 (N): -0.82

=====

No. 10
C2H5NS2 | ωB97M-V/def2-TZVPD

Output
**Kohn-Sham gap**: 7.29 eV
**E**: -930.18846 Ha
**HOMO energy**: -7.955 eV
**E_LUMO**: -0.67 eV
**Total charge**: 0
**Spin multiplicity**: 1

Geometry (Å):
1 C -0.418 0.963 0.026
2 C 0.566 -1.482 0.035
3 N -0.580 2.263 0.033
4 S -2.496 -0.495 0.311
5 S 1.068 0.271 -0.101
6 H 1.145 -1.900 0.885
7 H 0.815 -2.050 -0.876
8 H -0.645 -1.528 0.141
9 H -1.392 2.851 -0.004
10 H 0.352 2.640 0.296

Atomic partial charges in e from the natural (NBO) method, atoms 1 to 5: atom 1 (C): 0.06, atom 2 (C): -0.78, atom 3 (N): -0.77, atom 4 (S): -0.44, atom 5 (S): 0.35

=====

No. 11
C22H19BiF5N5O8S | ωB97M-V/def2-TZVPD

Output
**Kohn-Sham gap**: 7.92 eV
**E**: -2837.71742 Ha
**HOMO energy**: -8.352 eV
**E_LUMO**: -0.43 eV
**Total charge**: 0
**Spin multiplicity**: 1

Geometry (Å):
1 Bi -1.147 -0.415 -0.148
2 C -1.789 0.200 3.765
3 C -0.433 -0.015 3.193
4 N -0.098 -0.280 1.941
5 C 1.279 -0.262 1.861
6 C 1.787 -0.027 3.102
7 N 0.692 0.125 3.912
8 C 3.138 0.089 3.723
9 O 4.178 -0.089 2.947
10 O 3.201 0.308 4.911
11 C 1.959 -0.365 0.538
12 O 3.189 -0.345 0.488
13 O 1.175 -0.417 -0.472
14 H -2.441 -0.655 3.594
15 H -2.257 1.059 3.280
16 H -1.708 0.395 4.833
17 H 0.775 0.343 4.896
18 H 3.894 -0.288 2.002
19 N -0.460 0.531 -2.711
20 C 0.076 1.892 -2.496
21 C -0.950 2.773 -1.767
22 C -0.798 2.740 -0.250
23 O -0.241 3.650 0.320
24 O -1.301 1.701 0.406
25 H 0.269 -0.112 -3.005
26 H -1.162 0.548 -3.443
27 H 0.359 2.365 -3.438
28 H 0.983 1.795 -1.901
29 H -1.961 2.460 -2.047
30 H -0.821 3.809 -2.067
31 F -7.463 1.981 -1.183
32 C -6.526 1.182 -0.676
33 C -6.154 1.299 0.650
34 F -6.742 2.214 1.422
35 C -5.172 0.473 1.163
36 F -4.839 0.632 2.447
37 C -4.543 -0.502 0.395
38 S -3.315 -1.568 1.064
39 C -4.935 -0.582 -0.939
40 F -4.357 -1.468 -1.762
41 C -5.911 0.237 -1.474
42 F -6.257 0.129 -2.760
43 O 0.925 -2.387 -3.617
44 C 0.460 -3.726 -3.737
45 N 1.382 -4.721 -3.270
46 C 1.488 -5.293 -2.028
47 O 2.208 -6.250 -1.838
48 C 0.683 -4.717 -0.901
49 C 0.271 -5.571 0.114
50 C -0.420 -5.054 1.194
51 C -0.677 -3.694 1.225
52 N -0.267 -2.865 0.263
53 C 0.410 -3.367 -0.773
54 H 1.756 -2.297 -4.096
55 H 0.216 -3.956 -4.774
56 H -0.455 -3.769 -3.153
57 H 2.005 -5.144 -3.943
58 H 0.513 -6.624 0.046
59 H -0.754 -5.689 2.003
60 H -1.229 -3.246 2.044
61 H 0.772 -2.646 -1.498

Atomic partial charges in e from the natural (NBO) method, atoms 1 to 5: atom 1 (Bi): 1.96, atom 2 (C): -0.67, atom 3 (C): 0.45, atom 4 (N): -0.58, atom 5 (C): 0.01

=====

No. 12
C17H36NO2 | ωB97M-V/def2-TZVPD

Output
**Kohn-Sham gap**: 9.66 eV
**E**: -873.72243 Ha
**HOMO energy**: -12.197 eV
**E_LUMO**: -2.53 eV
**Total charge**: +1
**Spin multiplicity**: 1

Geometry (Å):
1 C -6.279 -1.106 -0.691
2 C -4.715 -0.699 -0.657
3 C -4.572 0.727 0.065
4 C -3.248 1.152 0.114
5 C -2.296 0.119 0.767
6 C -1.515 -0.675 0.070
7 C -0.578 -1.582 0.984
8 C 0.528 -2.113 -0.196
9 C 1.540 -2.862 0.655
10 C 2.732 -3.575 -0.105
11 C 3.517 -2.348 -0.851
12 C 4.238 -1.467 -0.091
13 H 4.811 -2.249 0.756
14 H 5.136 -0.972 -0.539
15 O 3.476 -0.571 0.461
16 C 3.073 0.433 -0.026
17 O 3.552 0.553 -1.215
18 C 2.118 1.291 0.728
19 N 1.899 2.742 -0.050
20 C 0.837 3.397 1.028
21 H 0.536 4.299 0.377
22 H 1.217 3.636 2.030
23 H -0.042 2.875 1.124
24 C 1.063 2.459 -1.109
25 H 0.854 3.533 -1.973
26 H 0.304 1.844 -1.147
27 H 1.806 1.693 -1.958
28 C 3.041 3.618 -0.227
29 H 3.600 2.914 -0.771
30 H 2.763 4.381 -0.548
31 H 3.526 3.734 0.702
32 H 2.568 1.502 1.502
33 H 1.280 0.788 0.815
34 H 2.964 -2.116 -1.620
35 H 4.286 -3.185 -1.424
36 H 3.373 -3.921 0.599
37 H 2.264 -4.203 -0.988
38 H 1.088 -3.657 1.576
39 H 2.024 -2.165 1.496
40 H -0.068 -2.701 -0.653
41 H 1.119 -1.455 -0.534
42 H -1.189 -2.142 1.602
43 H -0.075 -0.886 1.601
44 H -2.148 -1.370 -0.560
45 H -1.002 0.105 -0.752
46 H -2.720 -0.399 1.601
47 H -1.578 0.816 1.572
48 H -2.809 1.178 -0.843
49 H -3.319 2.263 0.507
50 H -5.232 0.581 1.162
51 H -5.338 1.428 -0.447
52 H -4.299 -1.428 -0.174
53 H -4.249 -0.529 -1.751
54 H -6.346 -2.138 -1.201
55 H -6.661 -1.285 0.325
56 H -6.854 -0.263 -1.117

Atomic partial charges in e from the natural (NBO) method, atoms 1 to 5: atom 1 (C): -0.61, atom 2 (C): -0.38, atom 3 (C): -0.38, atom 4 (C): -0.44, atom 5 (C): -0.36

=====

Relative energy (zero: lowest compared OMol25 entry of this formula, charge and spin)? In order: 0.417; 6.454; 1.524; 0.794; 3.315; 1.264; 0.742; 0.236; 4.169; 4.109; 0.331; 18.423 eV.